# 1
276
Properties=species:S:1:pos:R:3:lowdin_charge:R:1 method="wB97M-V/def2-TZVPD" charge=+2 orbital_gap_ev=9.5 multiplicity=1 max_force_ev_per_a=3.659 homo_ha=-0.441
C 35.3392 15.8573 17.9699 -0.0901
C 34.4951 14.6011 18.1985 -0.2193
C 33.2424 15.0496 19.0306 -0.0845
N 32.6624 13.8829 19.8617 -0.2250
C 33.6146 13.6136 20.9938 0.0398
C 32.3100 12.6829 18.9481 -0.0939
C 31.6614 11.7127 19.8971 -0.1253
C 31.0405 12.6562 20.9749 -0.1721
C 31.2483 14.0226 20.4774 -0.1085
H 34.7954 16.7641 17.6499 0.0848
H 36.0386 15.6629 17.2036 0.0577
H 35.8732 16.1284 18.9194 0.1000
H 35.1336 13.9531 18.7053 0.0757
H 34.2755 14.0560 17.2826 0.1124
H 32.4200 15.2865 18.3129 0.0857
H 33.4560 15.9150 19.6740 0.1464
H 33.1777 14.0808 21.9141 0.1233
H 34.5271 14.0470 20.6714 0.0774
H 33.8816 12.5710 21.0871 0.1083
H 33.1371 12.3787 18.3121 0.1279
H 31.5524 13.1389 18.2926 0.1349
H 32.3687 10.9603 20.3306 0.1247
H 30.8105 11.1440 19.4463 0.1298
H 31.4216 12.6373 21.9680 0.0961
H 30.0090 12.4513 21.1039 0.1081
H 31.2432 14.7708 21.2532 0.0784
H 30.5873 14.3315 19.6135 0.1576
C 23.3241 18.9102 12.4327 -0.0909
C 24.5752 18.9911 13.2146 -0.2515
C 25.5182 19.9745 12.5357 -0.1489
N 26.8466 20.0352 13.2246 -0.2582
C 27.4782 18.6670 13.2529 0.0309
C 26.7379 20.5278 14.6427 -0.1241
C 28.1030 20.9709 15.0330 -0.1442
C 28.6907 21.4719 13.6789 -0.1299
C 27.7238 21.1113 12.5069 -0.0406
H 23.6237 18.5847 11.4488 0.0789
H 22.6722 19.8190 12.5605 0.1116
H 22.6910 18.0937 12.7864 0.0812
H 25.1345 18.0463 13.2284 0.1137
H 24.4467 19.2970 14.2408 0.1129
H 25.1184 21.0025 12.4952 0.1427
H 25.5696 19.6107 11.5093 0.1371
H 27.2852 18.1658 12.2943 0.1221
H 27.0716 18.0017 13.9862 0.0717
H 28.5592 18.7226 13.3909 0.1051
H 26.4060 19.7121 15.2601 0.0973
H 26.0952 21.3993 14.5864 0.1482
H 28.7251 20.1747 15.4903 0.0976
H 28.2014 21.7224 15.8552 0.1401
H 29.7116 21.0137 13.5622 0.1131
H 28.8016 22.5963 13.4622 0.1382
H 28.1417 20.6296 11.6373 0.1334
H 26.9920 21.8971 12.3349 0.1223
C 19.5210 25.9919 23.8093 -0.0898
C 20.6647 25.1999 23.2488 -0.2382
C 21.9609 26.0197 23.2034 -0.1174
N 23.2441 25.2689 22.8478 -0.2651
C 23.4334 24.1483 23.8180 0.0409
C 24.4356 26.2076 22.8430 -0.0858
C 24.4132 26.7707 21.3894 -0.1432
C 23.4218 25.9948 20.5622 -0.1689
C 23.1660 24.7497 21.4214 -0.0965
H 19.3682 26.9383 23.2909 0.0806
H 19.6712 26.1437 24.9335 0.1072
H 18.6550 25.4569 23.5904 0.0466
H 20.5163 24.9144 22.2300 0.1008
H 20.7854 24.3246 23.8473 0.0788
H 22.1299 26.4254 24.2051 0.1298
H 21.8316 26.9380 22.5494 0.1542
H 24.4509 23.8102 23.5956 0.1055
H 22.7587 23.3189 23.6214 0.1059
H 23.2909 24.5717 24.8240 0.1240
H 25.3472 25.6593 23.0084 0.0695
H 24.3514 26.9921 23.6827 0.1669
H 25.4471 26.6789 21.0305 0.1058
H 24.0113 27.8472 21.3783 0.1385
H 23.7549 25.6773 19.5911 0.1058
H 22.5090 26.6298 20.2272 0.1425
H 23.9708 23.9963 21.2827 0.1163
H 22.2090 24.2734 21.1708 0.1298
C 23.3280 20.6414 19.8495 -0.0705
C 24.7418 20.1413 19.4730 -0.2573
C 25.5446 19.9884 20.6979 -0.2239
C 27.0351 19.7217 20.4088 -0.1153
N 27.8550 19.1375 21.5367 -0.2211
C 27.3417 17.6801 21.8923 -0.0701
C 26.7010 17.8121 23.2617 -0.1526
C 27.5505 18.8885 23.9098 -0.1101
C 27.7447 19.9727 22.8003 -0.0587
C 29.3320 19.0296 21.1258 0.0450
H 22.5021 20.3113 19.1553 0.0807
H 23.2754 21.7466 19.9066 0.0711
H 23.1691 20.3563 20.8079 0.0238
H 25.2348 20.8093 18.6682 0.1407
H 24.6466 19.1789 18.9283 0.1072
H 25.1482 19.1142 21.2139 0.1072
H 25.3746 20.8354 21.4084 0.1172
H 27.5378 20.7124 20.1957 0.1316
H 27.0534 19.0466 19.5190 0.1053
H 28.1154 16.8943 22.0117 0.1323
H 26.6591 17.4183 21.0892 0.1165
H 26.6069 16.8966 23.7713 0.0928
H 25.7147 18.2748 23.0503 0.1143
H 28.4615 18.4439 24.1631 0.0584
H 26.9932 19.2675 24.7683 0.1286
H 28.6553 20.5414 22.8316 0.1137
H 26.9204 20.6951 22.6062 0.1204
H 29.3994 18.2147 20.3359 0.0962
H 29.8715 18.7835 22.0517 0.1030
H 29.6030 20.0253 20.6948 0.1176
C 14.0197 17.0329 15.1604 -0.0754
C 15.1879 17.1579 16.0864 -0.1551
N 15.6619 15.7727 16.4778 -0.2387
C 14.6759 14.9386 17.1890 -0.0012
C 16.0797 14.9009 15.2133 -0.1134
C 16.8272 15.7028 14.1855 -0.0608
C 16.9035 15.9709 17.3175 -0.1183
C 16.6054 16.3842 18.7309 -0.2343
O 15.8665 17.5663 18.8664 -0.1985
C 16.7924 18.6709 18.9295 -0.0458
H 14.1326 16.4205 14.2539 0.0796
H 13.6802 18.0183 14.8016 0.1053
H 13.2120 16.5340 15.6788 0.0726
H 14.8402 17.7891 16.9218 0.1441
H 16.0222 17.6140 15.5349 0.1182
H 15.1714 14.0527 17.4285 0.0951
H 13.8498 14.7529 16.5516 0.0846
H 14.2754 15.4713 18.1065 0.1385
H 15.1128 14.5306 14.7914 0.1325
H 16.5821 14.0672 15.6877 0.1252
H 17.7907 16.2230 14.5729 0.1128
H 16.2386 16.4269 13.6443 0.0748
H 17.1878 15.1259 13.3532 0.0844
H 17.4947 16.7414 16.7926 0.0811
H 17.5538 15.0871 17.3397 0.1463
H 17.5709 16.3744 19.2063 0.1120
H 15.9455 15.6556 19.2758 0.1353
H 16.2073 19.5396 19.0075 0.0753
H 17.3839 18.7331 18.0264 0.0641
H 17.4559 18.4857 19.8212 0.1215
C 23.1472 12.7365 26.3056 -0.0478
C 22.8761 11.5873 25.3338 -0.1386
N 24.1386 10.8373 24.8076 -0.2429
C 24.9088 10.2173 26.0146 0.0634
C 23.6453 9.6833 23.8911 -0.1796
C 24.6847 8.8302 23.2963 -0.0723
C 25.1105 11.7370 24.0320 -0.0786
C 24.6678 12.9394 23.1680 -0.1825
O 23.7341 12.6198 22.1420 -0.1939
C 23.7488 13.5435 21.0642 -0.0825
H 23.9488 13.4496 25.9660 0.0999
H 23.4329 12.3209 27.2568 0.0679
H 22.1827 13.2123 26.4662 0.0924
H 22.3346 11.9153 24.4008 0.1429
H 22.3196 10.7303 25.7565 0.1286
H 25.7948 9.7063 25.7233 0.0986
H 24.1525 9.5577 26.3840 0.0968
H 24.9638 11.0597 26.6964 0.0927
H 22.9749 10.1122 23.1308 0.1352
H 22.9750 9.0486 24.5383 0.1425
H 25.2700 8.2443 24.0222 0.0957
H 25.4050 9.3154 22.6959 0.0685
H 24.1505 8.0941 22.7069 0.0998
H 25.8210 11.1501 23.5172 0.1063
H 25.6354 12.2033 24.8852 0.1229
H 25.6065 13.1817 22.6842 0.0979
H 24.3615 13.7758 23.8204 0.1296
H 24.8004 13.5497 20.6285 0.1149
H 23.5092 14.5303 21.3635 0.0768
H 23.1004 13.1861 20.2822 0.0821
C 11.9289 22.2964 29.6137 -0.0378
C 12.7785 22.7278 28.4246 -0.1828
N 13.9880 21.8751 28.1796 -0.2767
C 14.8154 22.5277 27.1435 0.0122
C 14.7838 21.7639 29.3961 -0.1890
C 15.1179 23.0908 30.0032 -0.0503
C 13.4305 20.5308 27.6004 -0.0363
C 14.3285 19.3217 27.8179 -0.2104
O 15.5830 19.6179 27.2304 -0.2297
C 16.6713 18.7002 27.6234 -0.0336
H 11.0241 22.8791 29.6314 0.0923
H 12.3869 22.4874 30.5471 0.0660
H 11.6424 21.2409 29.4369 0.0880
H 13.1671 23.7413 28.5719 0.1264
H 12.1796 22.7587 27.5030 0.1435
H 15.7399 21.9389 26.9660 0.1045
H 15.1538 23.4815 27.5569 0.1022
H 14.2074 22.8023 26.2751 0.1232
H 15.7056 21.3728 29.0032 0.1285
H 14.3097 21.1500 30.1350 0.1362
H 15.6266 22.8359 30.9522 0.1107
H 14.2055 23.6168 30.3201 0.0846
H 15.8623 23.6740 29.5041 0.0816
H 13.2835 20.6999 26.5327 0.1451
H 12.5040 20.3782 28.1353 0.1053
H 13.8542 18.5638 27.2047 0.1283
H 14.4573 18.9312 28.8624 0.1395
H 16.6869 18.5250 28.7640 0.1176
H 17.5442 19.2060 27.2065 0.0616
H 16.5734 17.7585 27.0503 0.0923
C 28.6310 26.2876 23.7882 -0.6686
F 29.3929 26.5646 24.8433 0.1333
F 27.4751 26.9668 23.9892 0.1057
F 29.2454 26.8555 22.7316 0.1218
S 28.4238 24.4840 23.6899 0.6010
O 29.6568 23.8502 23.3982 -0.2544
O 27.7986 24.2020 24.9815 -0.2934
N 27.3264 24.5778 22.4874 -0.2955
S 27.4588 23.6967 21.1229 0.5759
O 28.4404 22.6627 21.2903 -0.2997
O 26.1721 23.3884 20.5908 -0.2879
C 28.2126 24.7564 19.8867 -0.6448
F 27.3624 25.7108 19.4866 0.1255
F 29.3570 25.3123 20.3977 0.1142
F 28.5398 24.0618 18.7858 0.1299
C 32.0492 15.4526 25.0621 -0.7157
F 32.8984 16.4090 24.9142 0.1858
F 32.5762 14.2998 24.7047 0.1461
F 31.7211 15.3669 26.3580 0.1442
S 30.6202 15.8420 23.9110 0.6275
O 29.7313 16.8031 24.5292 -0.2909
O 31.3498 16.2382 22.7287 -0.3138
N 29.9412 14.4188 23.6310 -0.2911
S 28.6224 13.9674 24.3829 0.5602
O 28.0430 14.9549 25.2028 -0.2744
O 27.8732 13.1799 23.4453 -0.3038
C 29.3544 12.7265 25.6237 -0.6620
F 28.4914 11.8213 26.1747 0.1035
F 30.3044 12.1230 24.9430 0.1297
F 29.9331 13.3664 26.6082 0.1592
C 21.8187 19.3427 26.2770 -0.6683
F 22.9943 19.8483 26.0064 0.1589
F 21.7641 18.0063 26.3194 0.1373
F 21.4945 19.7129 27.5718 0.0727
S 20.6253 20.1114 25.1688 0.5692
O 21.4031 20.0978 23.9748 -0.2892
O 19.4312 19.3324 25.1798 -0.2819
N 20.4649 21.6081 25.7370 -0.2887
S 19.1493 22.3912 26.1153 0.5687
O 18.6263 23.1088 25.0106 -0.2827
O 18.2363 21.7504 27.0288 -0.3128
C 19.8572 23.7493 27.2468 -0.5952
F 20.7957 24.4963 26.5535 0.0555
F 18.9716 24.5826 27.7553 0.1540
F 20.6470 23.1833 28.2040 0.0991
C 31.4550 17.8591 15.1871 -0.6496
F 32.6777 18.2148 15.2647 0.2035
F 30.7543 18.9909 14.8085 0.0522
F 31.2774 16.9508 14.1948 0.1228
S 30.7384 17.3027 16.8388 0.6174
O 31.2942 15.9777 16.9405 -0.3134
O 31.1277 18.2864 17.8166 -0.2714
N 29.2182 17.3088 16.3802 -0.3019
S 27.9307 17.3655 17.2875 0.5965
O 28.1695 17.1321 18.7000 -0.3006
O 26.9751 18.4039 17.0033 -0.2842
C 27.2107 15.8426 16.5740 -0.6220
F 28.0828 14.8381 16.8602 0.1137
F 26.0227 15.5889 17.1597 0.1198
F 27.0026 16.0229 15.2501 0.1177
C 20.2310 20.2018 16.4006 -0.6339
F 20.2771 20.1376 17.7316 0.1353
F 19.3055 21.0885 15.9840 0.1248
F 21.4725 20.7094 16.1186 0.0960
S 19.8472 18.6519 15.5183 0.6338
O 18.4907 18.2795 15.9291 -0.3339
O 19.9792 18.9408 14.1188 -0.2674
N 21.0139 17.6684 16.0515 -0.2837
S 20.7214 16.4277 16.9069 0.5429
O 19.7255 16.5969 17.9261 -0.2842
O 20.7034 15.1893 16.1792 -0.2889
C 22.3535 16.2636 17.7119 -0.6650
F 23.4359 16.3014 16.8533 0.0947
F 22.4210 17.2680 18.5571 0.1377
F 22.4243 15.1018 18.3503 0.1366


# 2
18
Properties=species:S:1:pos:R:3:nbo_charge:R:1 method="wB97M-V/def2-TZVPD" de_lowest_kcal_mol=88.06 orbital_gap_ev=10.5 multiplicity=1 max_force_ev_per_a=0.565 homo_ha=-0.351
C 2.9046 0.5538 -0.1895 -0.4178
N 1.5106 0.2094 -0.4353 -0.6941
C 0.7102 -0.1525 0.5234 0.7775
O 0.5979 -0.4065 1.6837 -0.5778
C -0.9519 -0.1864 -0.4077 -0.5007
C -1.6064 -1.4926 0.0103 -0.6096
C -1.5940 1.0568 0.1987 -0.6119
H 3.0907 1.5616 -0.5751 0.2007
H 3.5721 -0.1402 -0.7100 0.2006
H 3.1399 0.5383 0.8792 0.2062
H 0.2511 -0.0504 -0.9143 0.4599
H -1.0726 -0.1006 -1.5119 0.2594
H -1.4919 -1.6357 1.0900 0.2302
H -1.1690 -2.3565 -0.5008 0.2154
H -2.6785 -1.4678 -0.2199 0.2092
H -2.6514 1.1287 -0.0787 0.2105
H -1.5288 1.0142 1.2910 0.2253
H -1.0861 1.9667 -0.1395 0.2169